{"formula": "C3H5NOS", "method": "ωB97M-V with the def2-TZVPD basis set", "symbols": ["C", "C", "C", "N", "O", "S", "H", "H", "H", "H", "H"], "coordinates": [[-1.55345, -0.47416, 0.66925], [-1.12346, -0.92198, -0.47897], [1.32445, 1.09847, -0.34256], [0.50509, -0.49089, 1.73324], [0.10058, -1.35831, -0.78540], [1.27947, -0.59399, 0.47189], [-2.21879, -0.11175, 1.39788], [-1.87451, -1.27473, -1.27344], [1.72476, 1.69145, 0.36107], [0.20933, 1.10888, -0.30871], [1.62653, 1.32701, -1.44426]], "atomic_forces_ev_per_a": [[3.2, 0.3, 0.5], [-1.4, -1.8, -0.5], [-3.2, -2.6, -4.0], [-2.8, 0.0, -0.2], [0.9, 1.2, 0.1], [1.0, -0.7, -1.6], [-0.7, 0.3, 0.2], [0.9, 0.8, 1.2], [1.5, 2.2, 2.4], [0.7, 1.2, -0.1], [-0.1, -0.9, 2.1]], "nbo_charge": [-0.060, 0.023, -0.839, -0.901, -0.655, 1.245, 0.237, 0.265, 0.219, 0.228, 0.239], "mol_weight_g_mol": 103.1, "relative_energy_kcal_mol": 162.0, "multiplicity": 1, "lumo_ev": [-0.77, -0.77], "homo_ev": [-8.5, -8.5], "e_tot_ev": -17558.2410, "orbital_gap_ev": [7.717, 7.706]}